Entry from OMol25: a single C22H31N3O4 molecule (ωB97M-V with the def2-TZVPD basis set).

Last column: natural (NBO) charge in e.
Positions of all 60 atoms, in Å:
C1 -1.4961 -3.8507 2.3520  -0.26
O1 -2.8057 -3.5280 1.9495  -0.51
C2 -3.3484 -2.3480 2.3579  0.41
C3 -4.6464 -2.0872 1.9233  -0.32
C4 -5.2665 -0.9086 2.2864  -0.17
C5 -4.6085 0.0270 3.0621  -0.32
C6 -3.3103 -0.2269 3.4922  0.40
O2 -2.7296 0.7609 4.2455  -0.50
C7 -1.3634 0.6538 4.5670  -0.12
C8 -0.4987 0.5891 3.3483  0.28
C9 -0.5077 1.2971 2.1822  -0.31
C10 0.5194 0.6914 1.4113  0.06
C11 0.9759 1.1773 0.0794  0.65
O3 1.0306 2.3808 -0.1191  -0.62
N1 1.2971 0.2521 -0.8449  -0.41
C12 1.1976 -1.1677 -0.5979  -0.42
C13 1.8198 0.7199 -2.1225  -0.05
C14 3.2185 0.1751 -2.3974  -0.41
C15 3.7931 0.7537 -3.6991  0.13
C16 5.0190 -0.0786 -4.1076  -0.60
C17 4.2578 2.2074 -3.4944  -0.63
N2 2.8177 0.5702 -4.7620  -0.66
C18 1.4235 0.9536 -4.6072  0.13
C19 0.6749 0.2870 -5.7725  -0.60
C20 1.1582 2.4686 -4.6825  -0.63
C21 0.8957 0.3722 -3.2870  -0.41
N3 1.0813 -0.2797 2.0864  -0.12
O4 0.4596 -0.3533 3.2846  -0.27
C22 -2.6838 -1.4207 3.1537  -0.46
H1 -1.4216 -3.9496 3.4398  0.18
H2 -0.7679 -3.1103 2.0042  0.18
H3 -1.2759 -4.8118 1.8902  0.20
H4 -5.1421 -2.8200 1.3081  0.22
H5 -6.2738 -0.7108 1.9534  0.22
H6 -5.0751 0.9562 3.3443  0.22
H7 -1.1415 1.5616 5.1375  0.22
H8 -1.1602 -0.2196 5.2015  0.20
H9 -1.1357 2.1133 1.8985  0.25
H10 0.2411 -1.4078 -0.1329  0.21
H11 1.2588 -1.6974 -1.5445  0.21
H12 1.9982 -1.5113 0.0595  0.22
H13 1.8650 1.8065 -2.0114  0.25
H14 3.8818 0.4186 -1.5664  0.22
H15 3.1739 -0.9102 -2.4980  0.20
H16 5.7382 -0.1239 -3.2942  0.21
H17 5.5040 0.3631 -4.9749  0.20
H18 4.7117 -1.0887 -4.3648  0.22
H19 4.5080 2.6577 -4.4534  0.21
H20 3.4994 2.8181 -3.0163  0.21
H21 5.1465 2.2248 -2.8678  0.21
H22 3.1825 0.9373 -5.6334  0.36
H23 0.9256 -0.7695 -5.8180  0.22
H24 -0.3994 0.3906 -5.6457  0.21
H25 0.9583 0.7469 -6.7162  0.20
H26 1.4761 2.9872 -3.7844  0.21
H27 0.0939 2.6493 -4.8141  0.21
H28 1.6847 2.8978 -5.5331  0.21
H29 -0.1060 0.7582 -3.0937  0.22
H30 0.8333 -0.7119 -3.3966  0.20
H31 -1.6907 -1.6386 3.5064  0.23

For the gap between HOMO and LUMO, the calculation gives 9.0 eV. The SMILES is COc1cccc(OCc2cc(C(=O)N(C)C3CC(C)(C)NC(C)(C)C3)no2)c1. The molar mass is 401.5 g/mol. As for the LUMO energy: 0.7 eV. The spin multiplicity is 1. The energy above the lowest of the compared OMol25 structures with the same formula, charge and spin is 93.43 kcal/mol. The HOMO energy is -8.3675 eV.